Entry 1:
Here is one molecule with the formula C18H30N4O2 from the Open Molecules 2025 dataset. Energies are from wB97M-V/def2-TZVPD.

Positions of all 54 atoms, in Å:
C: -0.71999 1.46024 0.75605
H: 2.77227 1.65486 3.92710
H: 3.87676 0.26081 3.88911
H: -2.10912 1.69497 -6.39259
H: 0.23575 -0.93073 -2.08920
N: 2.05546 -0.08099 4.81001
C: 0.42908 0.68065 0.87008
H: 0.04291 -1.84101 8.40803
H: -0.75699 -0.28106 -7.17731
H: -0.93093 -1.78144 -4.72982
C: 1.08121 -2.15034 8.50808
H: 1.45821 -1.78123 9.45889
O: 2.98543 -0.55859 1.64570
C: -0.39210 0.39023 -6.39649
C: 0.76725 -0.18419 -0.16677
H: -2.40440 1.99692 -0.44745
H: 3.27382 -1.73604 4.98088
C: 2.37840 0.21020 2.35830
H: -1.59812 -0.24567 -3.26529
H: -1.21442 1.66394 -4.86586
H: 1.88583 -0.51956 7.35142
H: -0.99179 2.13396 1.55710
H: 1.65455 -0.78913 -0.08869
H: -2.86511 -0.52320 -5.86139
H: 0.74596 -2.28043 -4.46018
C: 0.06787 -1.79278 -5.15755
H: 1.49462 -3.20545 5.96689
O: -3.61885 1.94436 -2.31056
H: -4.02747 1.49398 -4.81089
N: 1.19276 0.80142 2.03769
C: -3.54473 0.63164 -4.32521
C: -1.18016 0.52550 -1.40477
C: -1.57936 1.03521 -5.68363
H: 0.16681 1.19150 -6.88404
H: 1.11234 -3.23789 8.52584
N: -1.94217 0.40565 -2.56550
C: -3.04568 1.08967 -2.95051
C: -0.03227 -0.25657 -1.28877
H: 0.81565 1.45534 2.71135
C: 2.20936 -1.52721 4.84241
C: 2.83626 0.57265 3.77546
H: 0.03909 -2.38571 -6.06944
H: 0.35953 -1.85726 5.88783
C: 1.91583 -1.60980 7.35403
H: 0.66920 0.18417 -4.53544
C: -1.51952 1.38848 -0.36599
H: 2.95653 -1.91256 7.48462
H: 1.53204 -0.44295 -5.93465
C: 0.54851 -0.37834 -5.46389
C: 1.41513 -2.11717 6.00410
H: -4.31507 -0.12456 -4.14619
H: 1.06941 0.14727 4.70838
N: -2.47698 0.04110 -5.11113
H: 1.89423 -2.00526 3.90043

Results
Net charge   0
ΔE to the lowest compared entry with this formula, charge and spin   8.6 kcal/mol
Kohn-Sham gap   8.6 eV
E_LUMO   0.732 eV

These are the Löwdin partial charges, in e, on atoms 1 to 8: C -0.019; H 0.119; H 0.125; H 0.119; H 0.104; N -0.069; C -0.225; H 0.069

Entry 2:
Here is C18H30N6SiZr as an isolated structure from the Open Molecules 2025 dataset. Energies are from wB97M-V/def2-TZVPD.

Positions of all 56 atoms, in Å:
N: 4.56494 -0.61807 0.51215
H: -4.65670 0.08736 -1.37907
H: -2.33028 -1.46246 2.01601
C: 1.22897 -3.51378 -0.84171
H: -0.87746 -3.07297 1.81080
C: -0.19699 -3.55459 1.11613
H: 1.96719 3.84944 -1.26644
C: 0.35510 -2.84641 0.04484
C: 2.96761 -0.42324 -0.93395
H: -0.29893 -5.42632 2.16507
C: 3.39476 -0.68851 1.16756
H: -4.00010 -1.49802 1.53270
H: 0.98424 5.21831 -0.73275
H: -2.58188 -2.70421 -2.21531
N: 2.39259 -0.57742 0.32158
H: -1.91798 1.60421 0.48653
C: 1.38741 2.28010 0.74073
H: -4.11143 -2.70167 -1.33943
C: -3.60599 0.39046 -1.33618
N: -0.11287 3.53178 -1.30513
N: 1.24166 3.70838 0.69974
Si: -2.66236 -0.95237 -0.45918
H: 2.39361 -0.29746 -1.84633
H: -0.87546 1.64077 -1.71522
N: 0.18321 1.57400 0.14380
C: 0.04745 4.10349 1.45596
H: 2.26066 1.97548 0.16705
H: -2.18543 3.47971 -0.95265
C: -1.29113 3.92479 -0.51560
C: -3.06070 -0.95795 1.37510
H: -3.57436 1.35488 -0.82626
C: 0.02025 2.10392 -1.28145
H: 5.47663 -0.68773 0.94099
H: -3.27194 0.52958 -2.36685
C: 0.12192 -4.88704 1.32695
H: 5.10428 -0.34575 -1.55663
C: 1.53336 -4.84743 -0.64486
H: 1.70233 -2.99922 -1.67555
C: 4.31976 -0.43863 -0.82583
H: -0.05256 5.18691 1.43128
H: -3.19362 0.05703 1.75422
H: 0.15288 3.78945 2.49466
H: 0.91133 1.81726 -1.85098
N: -1.15880 3.49623 0.88115
Zr: 0.02655 -0.75987 -0.24337
C: -3.02821 -2.60368 -1.22363
H: -1.38922 5.00783 -0.55089
H: 2.20220 -5.35924 -1.32422
H: 1.48993 1.93266 1.76846
H: -2.66611 -3.42700 -0.60646
H: -0.91858 1.73066 1.95541
H: 3.31780 -0.83632 2.23218
C: 0.98424 -5.52619 0.44208
H: 1.24024 -6.56579 0.60211
C: -1.03776 2.06918 0.92511
C: 1.08376 4.13552 -0.69445

Results
Net charge   +2
ΔE to the lowest compared entry with this formula, charge and spin   56.7 kcal/mol
Kohn-Sham gap (spin up / spin down)   5.8 / 5.8 eV
E_LUMO (spin up / spin down)   -8.522 / -8.544 eV

These are the Löwdin partial charges, in e, on atoms 1 to 8: N 0.113; H 0.053; H 0.007; C -0.127; H 0.084; C -0.125; H 0.137; C -0.382

Entry 3:
Here is a 2-piece molecular cluster, C18H30O2P overall from the Open Molecules 2025 dataset. Energies are from wB97M-V/def2-TZVPD.

Positions of all 51 atoms, in Å:
H: 4.88829 -0.22693 -2.16118
H: -1.11677 -5.10994 1.13903
H: 0.50643 5.26148 -0.61526
C: -1.88174 -3.35901 0.09788
H: -1.38926 -2.60639 0.72394
H: 2.39637 5.02805 -0.93433
H: 0.38070 3.53208 2.38699
H: -0.09872 -4.54119 -0.18729
C: 4.56258 0.92500 0.27450
H: 3.76034 1.43550 0.91947
C: 0.00315 2.42529 -0.20972
O: 1.63380 0.37612 -0.66704
C: 4.75557 -0.58633 0.83483
H: 2.18008 3.93921 2.18688
H: -4.61649 -3.97981 1.86726
H: 0.96426 5.17852 1.55462
C: -1.47430 3.00489 -0.22792
H: -2.99029 -1.32119 -2.36988
H: -1.85341 -3.06054 2.82190
H: -4.13058 -0.89321 -0.89884
H: 2.18923 -0.30809 -2.60233
C: -2.33054 0.52351 -1.20107
C: 1.36068 4.53326 -0.89161
P: 4.16829 0.88877 -1.58752
H: -3.70598 2.44746 -0.76886
O: -3.25455 -3.47148 0.45546
H: 5.54588 1.52430 0.44462
C: -2.94417 -3.10317 2.86970
C: -1.13462 -4.68012 0.13568
H: -3.31460 -2.07631 2.79240
H: 1.04685 4.03217 -1.89392
C: -3.52651 -3.96366 1.76290
H: 1.89690 1.55432 -2.48936
H: -0.58008 -1.12852 -1.46359
H: 4.56154 2.11212 -2.27167
C: 4.59030 -1.84549 1.19407
H: -3.19521 -5.00250 1.85240
H: -1.85867 -2.97009 -0.92459
C: -0.86704 -0.05850 -1.16176
H: -4.09891 0.15815 -2.52044
C: 1.27411 3.32356 0.22658
H: -3.22014 -3.50315 3.84919
C: 2.31556 0.63027 -1.92822
H: 4.37406 -2.95876 1.36387
H: -1.61322 -5.41000 -0.52379
H: 2.27723 2.76688 0.15544
C: -2.63140 2.01481 -0.72955
C: -3.49075 -0.48403 -1.75994
C: 0.29459 0.92281 -0.66347
C: 1.13235 4.02940 1.67534
H: -1.74121 4.08051 0.06818

Results
Net charge   +1
Kohn-Sham gap   7.4 eV
E_LUMO   -3.600 eV

These are the Löwdin partial charges, in e, on atoms 1 to 8: H 0.053; H 0.069; H 0.083; C -0.296; H 0.103; H 0.084; H 0.089; H 0.074

Entry 4:
Here is C18H31AsClILiNOSi3 as an isolated structure from the Open Molecules 2025 dataset. Energies are from wB97M-V/def2-TZVPD.

Positions of all 58 atoms, in Å:
C: -4.02502 -0.14018 -0.02077
C: -4.95551 3.47033 -0.05675
H: 1.60485 -1.57064 4.05846
I: -1.91731 6.54427 -0.48162
H: 2.72427 -1.83782 2.73015
H: 1.82920 -0.32952 -3.51090
As: 0.76149 -0.48121 -0.33300
O: -0.84418 3.58870 -0.40495
C: -2.12186 3.56231 -0.31541
H: -4.42605 -1.13669 0.06805
C: -4.24445 2.25566 -0.06649
H: 1.19546 -2.71150 2.79336
Si: 0.76829 -0.37254 2.01506
C: 0.70312 -3.01939 -2.60085
C: 1.67317 -1.75457 2.98992
H: 2.44792 2.60601 -0.63412
H: 1.44459 1.31094 -3.03145
H: -1.61876 0.36564 2.44582
H: 3.02469 0.93567 -3.69801
H: -5.87989 0.89416 0.24424
C: -2.65268 0.02863 -0.23144
H: 2.41619 1.51319 2.42801
H: -1.53882 -1.38129 2.33986
C: -0.80678 -3.55742 0.05406
C: 2.26452 -3.85797 -0.02326
Cl: -6.68513 3.45675 0.10300
C: -2.91864 4.70626 -0.30588
H: 2.32178 -3.78349 1.05771
H: 4.10200 2.38452 -1.17830
H: -0.10742 -2.41227 -3.00024
C: 2.23901 0.56464 -3.04942
C: 4.33182 -0.97087 -1.37250
N: -2.08128 1.20341 -0.30020
H: 1.18874 1.45470 3.67549
H: 0.79986 2.13976 2.10500
H: 3.21030 -3.51527 -0.42954
H: 1.62510 -2.68583 -3.06916
C: -2.83125 2.31391 -0.22358
H: 0.53398 -4.04475 -2.91179
Si: 2.81909 0.21003 -1.25784
H: 5.17133 -0.50258 -1.87988
H: 2.15734 -4.90971 -0.27456
H: 4.67756 -1.29177 -0.39325
C: -4.29912 4.67311 -0.18802
H: 3.65472 1.90815 0.44432
C: -1.01644 -0.50078 2.70228
Si: 0.79856 -2.82003 -0.69688
C: 1.35806 1.34777 2.60759
C: 3.30963 1.93612 -0.58528
H: -1.98927 -0.82439 -0.34209
H: -1.69238 -3.09769 -0.37710
Li: -0.19141 2.01148 -0.34496
H: -0.83939 -3.39524 1.12795
H: 4.06498 -1.85849 -1.94086
C: -4.81786 0.97399 0.06922
H: -4.85386 5.59811 -0.20009
H: -0.88075 -4.62666 -0.11591
H: -0.98615 -0.56764 3.78678

Results
Net charge   0
Kohn-Sham gap   7.3 eV
E_LUMO   0.229 eV

These are the Löwdin partial charges, in e, on atoms 1 to 8: C -0.041; C -0.624; H 0.029; I 0.879; H 0.020; H 0.005; As 0.789; O -0.240

Entry 5:
Here is C18H31AsIN3O5P3 as an isolated structure from the Open Molecules 2025 dataset. Energies are from wB97M-V/def2-TZVPD.

Positions of all 62 atoms, in Å:
C: -1.65875 -2.45576 -1.37996
H: -0.13475 0.86306 -0.33303
C: -0.07746 -4.22951 -1.48086
C: -0.17574 6.07408 -0.61291
P: -3.35830 5.45573 -0.19322
H: 1.99164 3.36739 0.13467
N: -2.43516 -1.39960 -2.05757
H: -0.07574 6.33079 0.44294
C: 0.85612 1.59007 -2.11921
H: -3.00163 1.56644 -3.58394
C: 4.38132 -4.16039 4.16697
C: -1.03198 -3.56200 0.62736
H: -0.74877 -3.09973 -3.19831
P: -2.34081 2.23385 -1.33165
C: -0.81819 -3.25547 -2.13216
H: -1.71656 4.91976 -2.30908
O: 3.32061 -5.14713 0.34497
H: 0.59592 -4.86137 -2.04429
C: 3.06837 -6.03119 4.93278
C: 3.89414 -4.94748 5.20192
H: 2.45087 4.77118 -0.82888
H: -0.48603 4.33318 1.49741
H: -0.07547 2.91057 0.79609
O: 2.08497 -6.76884 1.02677
N: 2.84780 -5.84037 1.22023
C: 2.19359 3.71337 -0.88188
C: 0.84884 0.80812 -0.80356
H: -0.72323 6.86773 -1.12081
C: -2.62627 2.49306 -3.13803
C: 3.22240 -5.53564 2.61426
H: 1.08621 -0.24782 -0.98049
C: 4.04690 -4.45151 2.85386
H: 0.80771 6.00525 -1.07778
H: -2.82121 7.39757 -1.03909
H: -2.43629 -1.91928 0.53287
H: 4.15576 -4.71193 6.22512
O: -2.27735 -1.26562 -3.25598
C: 2.72200 -6.33503 3.62574
H: 4.40358 -3.85436 2.02826
H: -1.68123 2.75701 -3.62295
O: -2.99721 7.10527 -0.13540
H: -4.57153 1.36964 -1.06421
H: 3.06817 3.17548 -1.26556
As: -1.20172 4.34349 -0.89107
P: 0.80593 3.45963 -2.09414
H: -4.65675 3.14141 -1.22235
C: -0.18451 -4.38294 -0.10480
H: -4.14755 2.40618 0.31353
H: 1.77307 1.34562 -2.67405
H: -3.33467 3.30626 -3.32715
N: -0.81062 3.60653 0.86701
H: 1.59280 1.18700 -0.09710
H: 5.01884 -3.31323 4.37990
C: -1.78170 -2.58537 -0.00914
H: -1.10510 -3.67375 1.70123
H: 2.68813 -6.64034 5.74157
H: 0.02654 1.25349 -2.74808
I: -3.66395 5.24250 2.25516
O: -3.16889 -0.72473 -1.37353
H: 0.39634 -5.14893 0.39157
H: 2.07784 -7.16697 3.38420
C: -4.10126 2.31560 -0.77418

Results
Net charge   -1
Kohn-Sham gap   3.4 eV
E_LUMO   0.554 eV

These are the Löwdin partial charges, in e, on atoms 1 to 8: C -0.146; H 0.005; C -0.063; C -0.342; P 0.271; H 0.006; N -0.346; H 0.014

Entry 6:
Here is C18H31AuClNO2P2 as an isolated structure from the Open Molecules 2025 dataset. Energies are from wB97M-V/def2-TZVPD.

Positions of all 56 atoms, in Å:
C: -3.52235 0.50070 -0.22948
C: -0.06363 -0.42156 3.33797
C: -0.91353 0.89338 -4.34271
H: 3.23942 0.10554 -1.27993
C: 2.01493 2.36088 1.62034
H: 1.17813 1.83683 6.28553
H: -3.22894 -2.33709 0.54867
H: 2.48522 2.92967 -1.60562
H: 2.62503 -0.00567 5.41674
H: -4.44866 0.27047 -0.77024
P: -2.20049 -0.62058 -0.77801
H: 3.56794 -0.15677 0.45108
N: -0.03805 0.88207 -2.10199
H: -3.67960 0.39352 0.85130
Cl: -2.43202 0.91613 3.20562
C: 1.50799 2.57148 -1.24950
O: -0.34559 -5.73828 -0.22416
C: -2.80912 -2.29432 -0.46551
C: -0.42719 1.42227 4.90419
H: 0.71220 -3.25561 -5.30598
H: 4.12986 1.34869 -0.34665
O: -0.22592 -3.23845 -5.56075
H: -2.72699 -0.78426 -3.25563
H: -1.57405 -1.41249 2.15453
H: 1.45436 3.29301 -3.85908
H: -0.51252 -4.14918 -5.45566
H: 0.05367 2.25768 -5.69798
H: 0.54380 -5.34125 -0.13385
H: -3.59311 -2.52017 -1.20192
H: 2.18531 -1.69544 0.85274
H: -1.07935 2.20718 5.27418
C: 0.83891 1.20885 5.46245
C: -0.50317 -1.19412 2.16993
H: 1.13154 2.98722 1.80743
C: 1.64601 0.18382 4.96973
C: -0.02731 1.90151 -4.67523
H: 1.64280 -1.20188 0.68543
H: 1.86091 -1.39736 3.49896
C: -0.86961 0.61730 3.86306
H: -0.66107 -5.38791 -1.06200
H: 0.96500 3.44120 -0.83677
C: 0.78335 2.45659 -3.68441
C: 1.21577 -0.60999 3.90782
C: 0.72297 1.92743 -2.38787
Au: -0.12729 -0.05380 0.25073
P: 1.74745 1.38944 0.12615
C: -0.98402 0.43249 -2.99425
H: -1.58300 0.42044 -5.05637
H: -1.98507 -3.01594 -0.56012
C: -2.02441 -0.38545 -2.51810
H: 2.14213 1.68173 2.47443
H: -3.21729 1.53154 -0.44295
H: 2.90774 2.99438 1.51092
H: -0.92314 1.34446 0.76446
H: 0.09890 -2.09096 1.99114
C: 3.32511 0.60058 -0.30285

Results
Net charge   0
ΔE to the lowest compared entry with this formula, charge and spin   0.0 kcal/mol
Kohn-Sham gap (spin up / spin down)   6.3 / 5.3 eV
2S+1   3
E_LUMO (spin up / spin down)   0.373 / -0.847 eV

These are the Löwdin partial charges, in e, on atoms 1 to 8: C -0.278; C -0.345; C -0.049; H 0.059; C -0.253; H 0.101; H 0.041; H 0.092

Q: What is the net charge in the second record?
A: +2

Q: Which formula does entry 1 have?
A: C18H30N4O2

Q: Look up the net charge of the third one.
A: +1